Molecular formula: C54H53GaN2O4P3S2
Method: DFT, the ωB97M-V functional and the def2-TZVPD basis

```
119
Properties=species:S:1:pos:R:3:forces:R:3
Ga -1.595 0.298 1.809 0.068 0.182 -0.728
O 0.036 -2.355 2.636 -0.275 -0.083 0.250
S 0.907 -1.691 1.637 -0.416 0.477 -0.736
C 2.532 -2.496 1.751 1.045 1.410 -1.037
C 2.388 -3.766 2.198 0.723 -1.706 0.424
C 3.501 -4.624 2.468 -1.530 1.309 -0.297
C 4.767 -4.148 2.168 0.295 -0.191 0.050
C 6.118 -4.783 2.297 0.605 -0.772 0.023
C 7.129 -3.665 1.871 -0.444 0.278 -0.333
C 6.253 -2.534 1.359 -0.099 -1.320 0.931
C 6.526 -1.324 0.780 0.433 1.579 -1.411
C 5.465 -0.440 0.491 2.398 0.609 0.434
C 4.158 -0.690 0.865 -1.044 -0.219 0.411
P 2.959 0.682 0.911 0.507 0.379 -1.519
C 2.795 0.936 -0.913 -0.240 -0.532 -0.303
C 3.879 1.289 -1.792 -1.591 -0.487 0.853
C 3.586 1.508 -3.127 0.434 0.171 -0.143
C 2.309 1.189 -3.649 0.350 1.415 -0.534
C 1.282 0.956 -2.770 -0.973 -0.807 1.257
C 1.483 0.773 -1.384 1.143 1.582 -0.469
C 4.010 2.075 1.299 0.687 -0.173 0.620
C 3.777 3.350 0.777 0.536 0.884 0.981
C 4.290 4.425 1.555 0.262 0.146 -0.935
C 5.151 4.217 2.649 -0.553 -0.048 -0.140
C 5.266 2.967 3.232 -0.142 -1.256 -2.583
C 4.807 1.898 2.442 -1.236 1.055 1.128
C 3.828 -1.973 1.373 -0.325 -0.812 0.668
C 4.918 -2.871 1.610 -1.653 0.661 -0.186
C 0.410 -2.371 0.036 0.050 -1.069 -1.902
C 1.402 -2.421 -0.967 -0.348 1.040 0.834
C 1.233 -3.099 -2.166 0.045 0.183 -1.243
C 0.217 -3.985 -2.342 -0.441 -0.461 1.168
C 0.078 -5.154 -3.290 -1.069 1.380 -0.232
C -1.190 -5.887 -2.752 -0.255 0.290 -0.820
C -1.675 -5.074 -1.561 -0.762 -0.527 0.768
C -2.734 -5.210 -0.656 -0.218 -0.450 -2.037
C -2.883 -4.253 0.348 -1.198 0.433 -0.583
C -2.078 -3.148 0.481 1.449 0.490 0.615
P -2.698 -1.817 1.544 -0.940 -2.057 0.694
C -2.934 -2.592 3.189 -0.106 -0.460 0.348
C -3.658 -1.910 4.175 0.297 -0.589 -0.016
C -4.019 -2.531 5.369 -0.614 1.198 0.428
C -3.665 -3.852 5.633 0.091 0.325 0.262
C -2.793 -4.464 4.752 0.237 -0.820 -1.732
C -2.479 -3.898 3.492 -0.469 1.549 1.684
C -4.378 -1.540 0.830 0.410 0.492 1.175
C -5.442 -1.099 1.635 0.913 0.134 -0.325
C -6.688 -0.923 1.091 -1.785 0.158 2.187
C -6.899 -1.103 -0.235 -0.647 0.009 -2.120
C -5.836 -1.467 -1.061 -0.677 -0.400 -0.551
C -4.579 -1.748 -0.518 -0.997 1.007 -0.983
C -0.865 -3.094 -0.249 1.351 0.308 -0.080
C -0.832 -3.992 -1.369 2.181 0.604 0.428
H 1.338 -4.052 2.268 0.424 -0.624 0.633
H 3.269 -5.562 2.926 0.302 -0.613 0.009
H 6.189 -5.731 1.671 -0.028 1.251 0.554
H 6.341 -5.123 3.321 -0.274 0.113 -0.246
H 7.752 -4.008 1.046 0.410 0.018 0.208
H 7.753 -3.280 2.712 -0.278 -0.461 -0.622
H 7.550 -1.043 0.481 -0.611 -0.154 0.300
H 5.722 0.576 0.105 -0.180 -1.165 0.349
H 4.888 1.422 -1.399 -0.459 0.272 -0.269
H 4.367 2.053 -3.687 -0.553 -0.884 -0.237
H 2.055 1.364 -4.716 0.442 -0.196 0.870
H 0.244 0.930 -3.069 -0.014 -0.134 -0.574
H 0.651 0.807 -0.653 0.500 -0.532 -0.721
H 3.320 3.446 -0.221 -0.183 0.348 0.865
H 4.087 5.489 1.329 0.287 -0.844 -0.443
H 5.785 5.023 2.971 -0.418 0.539 0.581
H 5.738 2.700 4.137 0.798 0.346 0.801
H 4.869 0.914 2.851 0.158 -0.600 0.290
H 2.381 -1.895 -0.908 -0.971 -0.343 0.438
H 1.882 -2.895 -3.001 0.704 -0.265 0.129
H 0.967 -5.770 -3.309 0.140 -0.152 0.173
H -0.054 -4.771 -4.310 -0.058 -0.196 0.080
H -0.837 -6.892 -2.578 -0.491 -0.440 0.816
H -2.001 -5.984 -3.492 0.363 0.101 0.088
H -3.587 -5.835 -0.990 0.742 -0.113 1.062
H -3.796 -4.249 0.922 -0.195 -0.273 0.102
H -3.945 -0.889 3.996 -0.099 0.301 0.213
H -4.580 -1.891 6.098 0.445 -1.010 -0.637
H -4.024 -4.362 6.532 0.301 0.266 -0.298
H -2.382 -5.475 4.904 -0.377 0.581 0.301
H -1.741 -4.357 2.894 0.350 -0.625 -0.786
H -5.294 -0.799 2.650 -0.004 -0.342 0.411
H -7.553 -0.725 1.788 1.095 0.106 -0.930
H -7.882 -0.917 -0.722 0.776 -0.237 0.676
H -6.112 -1.582 -2.133 0.845 0.020 0.811
H -3.778 -1.934 -1.196 0.542 -0.545 -0.238
C 0.308 6.658 -4.254 -0.159 -0.851 0.588
O -1.037 6.548 -4.630 -2.365 -0.198 0.313
P -2.315 6.310 -3.590 -0.068 0.181 -2.432
O -2.261 4.706 -3.302 -0.193 -0.985 -0.480
C -2.452 3.718 -4.394 0.353 1.259 -0.506
O -3.484 6.236 -4.781 0.420 0.972 1.126
C -4.376 7.385 -4.903 -0.102 0.513 -0.200
H 0.456 7.445 -3.518 0.227 0.313 -0.195
H 0.801 6.812 -5.206 0.641 0.170 0.294
H 0.593 5.703 -3.781 0.433 0.257 -0.280
H -1.636 3.868 -5.135 -0.444 -0.364 0.592
H -3.403 3.860 -4.939 0.415 0.099 0.623
H -2.435 2.755 -3.912 0.169 -0.366 0.027
H -5.135 7.401 -4.097 0.484 -0.141 -0.277
H -4.923 7.321 -5.868 0.618 -0.168 0.626
H -3.813 8.350 -4.884 -0.349 -0.783 -0.051
C -1.957 4.066 2.528 -2.080 0.360 0.519
N -2.747 3.180 1.631 -0.235 -0.512 0.607
C -2.387 3.013 0.360 0.055 1.414 -2.091
S -2.216 1.363 -0.236 -0.063 0.239 0.194
N -2.196 4.061 -0.480 -0.105 -2.772 0.734
C -2.442 5.469 -0.207 1.406 0.914 -0.578
H -1.824 3.496 3.429 0.244 -0.078 0.541
H -2.549 4.974 2.787 0.696 -0.524 -0.271
H -0.993 4.295 2.117 0.295 0.116 -0.381
H -3.358 2.405 1.984 1.102 1.348 -0.036
H -1.949 3.794 -1.445 -0.029 0.552 0.378
H -1.596 5.840 0.406 -0.510 0.064 -0.332
H -3.352 5.638 0.326 -0.692 -0.127 0.296
H -2.447 6.055 -1.178 -0.057 -0.915 1.249
```
Positions in Å, forces in eV/Å.

Kohn-Sham gap (spin up / spin down) (Eh): 0.1688 / 0.1445
HOMO (spin up / spin down) (eV): -14.58 / -14.47
Net charge: +3
ΔE to the lowest compared entry with this formula, charge and spin (eV): 2.647

Mulliken population analysis, charges in e, atoms 1 to 99: 0.4172 -0.6285 0.6270 0.8152 -0.9129 -1.3175 0.4397 -0.8393 -0.6541 0.0287 -1.0184 -0.0048 0.2779 1.0568 0.8565 -0.1976 -0.4743 -1.0381 -0.4294 0.2448 0.7706 -0.7590 -0.6376 -0.5668 -0.7664 -0.6468 -0.9470 0.6475 0.7981 -0.3636 -1.1562 0.2251 -0.7820 -0.6720 -0.0819 -1.3430 -0.0986 0.7319 1.7587 0.7897 -0.7059 -0.6258 -0.6988 -0.6054 -0.5797 1.3043 -0.7063 -0.6800 -0.5414 -0.8201 -0.3116 -0.9983 1.0434 0.5483 0.5088 0.3647 0.3650 0.3492 0.3686 0.4930 0.1958 0.2245 0.3930 0.4025 0.5932 -0.2916 0.4044 0.3767 0.4467 0.4677 0.2800 -0.0221 0.5780 0.3872 0.3263 0.2886 0.3567 0.3487 0.6027 0.3625 0.3744 0.4282 0.4103 0.3015 0.0460 0.3916 0.3940 0.4068 0.4859 -0.5468 -0.2016 -0.0625 0.0152 -0.6273 -0.3480 -0.6997 0.2721 0.2497 0.1706